1.
{
  "formula": "C41H31F15GeN6S3SrTe",
  "method": "the ωB97M-V functional and the def2-TZVPD basis",
  "elements": ["Sr", "C", "C", "C", "C", "C", "C", "C", "C", "C", "S", "C", "N", "H", "H", "H", "H", "H", "H", "H", "H", "F", "C", "C", "C", "F", "C", "F", "C", "F", "C", "F", "Ge", "S", "C", "C", "F", "C", "F", "C", "F", "C", "F", "C", "F", "C", "C", "F", "C", "F", "C", "F", "C", "F", "C", "F", "S", "C", "N", "C", "C", "C", "C", "H", "H", "H", "H", "H", "C", "N", "C", "N", "C", "N", "C", "N", "C", "C", "H", "H", "H", "H", "H", "H", "H", "H", "H", "H", "H", "H", "C", "Te", "C", "H", "H", "H", "H", "H", "H"],
  "positions_angstrom": [[0.5869, -0.0217, 0.0497], [1.5766, 3.4423, -3.0966], [1.9232, 2.1569, -3.7716], [2.0551, 2.1241, -5.1781], [2.2274, 0.9208, -5.7989], [2.3764, -0.2462, -5.0197], [2.5350, -1.5233, -5.5908], [2.7887, -2.6041, -4.7877], [2.9415, -2.4402, -3.4089], [2.7406, -1.2139, -2.8044], [3.0454, -1.0484, -1.0895], [2.3932, -0.0873, -3.6026], [2.0847, 1.0921, -3.0207], [0.6646, 3.8584, -3.5250], [2.3699, 4.1689, -3.2567], [1.4497, 3.2341, -2.0304], [1.9933, 3.0467, -5.7356], [2.2595, 0.8533, -6.8773], [2.4646, -1.6257, -6.6625], [2.8964, -3.5858, -5.2252], [3.2105, -3.2814, -2.7871], [-3.9104, -4.6828, 2.6766], [-4.3167, -3.5858, 3.3373], [-3.5988, -2.4176, 3.1843], [-4.0372, -1.3055, 3.8691], [-3.3599, -0.1556, 3.7425], [-5.1564, -1.3308, 4.6883], [-5.5532, -0.2257, 5.3279], [-5.8557, -2.5216, 4.8345], [-6.9312, -2.5710, 5.6244], [-5.4344, -3.6608, 4.1559], [-6.1107, -4.8069, 4.2971], [-1.9861, -2.3835, 2.0104], [-1.0553, -0.5828, 1.7853], [-0.7242, -3.7314, 2.7735], [-0.8236, -4.2971, 4.0251], [-1.8199, -3.9078, 4.8406], [0.0810, -5.2542, 4.4649], [-0.0524, -5.8166, 5.6712], [1.1364, -5.6240, 3.6366], [2.0128, -6.5439, 4.0475], [1.2945, -5.0219, 2.3912], [2.3243, -5.3475, 1.6068], [0.3567, -4.0867, 1.9929], [0.4692, -3.4874, 0.7853], [-2.7781, -3.3164, 0.4000], [-3.7646, -2.6157, -0.2640], [-4.1348, -1.4258, 0.2587], [-4.3781, -3.0682, -1.4213], [-5.2843, -2.3191, -2.0632], [-4.0159, -4.3173, -1.9147], [-4.5650, -4.7781, -3.0411], [-3.0779, -5.0826, -1.2296], [-2.7559, -6.2995, -1.6787], [-2.4694, -4.5702, -0.0891], [-1.5776, -5.3400, 0.5448], [2.7010, 0.0879, 2.5106], [4.2587, 0.6056, 2.1783], [4.7401, 1.6540, 2.9085], [5.9176, 2.2620, 2.6619], [6.7292, 1.8039, 1.6689], [6.3323, 0.6524, 0.9493], [5.1334, 0.0535, 1.2074], [4.1093, 2.0105, 3.6195], [6.1661, 3.1085, 3.2831], [7.6572, 2.3004, 1.4456], [6.9811, 0.2512, 0.1868], [4.8030, -0.8195, 0.6625], [-1.8150, 2.2554, -1.9600], [-2.9075, 3.2049, -2.1193], [-4.0762, 2.6701, -1.4237], [-3.7978, 2.4449, -0.0149], [-2.6780, 1.5290, 0.1073], [-1.4710, 2.0271, -0.5546], [-1.1414, 3.3103, 0.0719], [-2.2278, 4.2699, -0.0494], [-2.5185, 4.4537, -1.4668], [-3.4144, 3.7107, 0.5916], [-0.9331, 2.6401, -2.4772], [-2.1143, 1.3017, -2.4073], [-4.3677, 1.7224, -1.8864], [-4.8965, 3.3858, -1.5209], [-2.9571, 0.5708, -0.3330], [-2.4749, 1.3902, 1.1672], [-0.2434, 3.7326, -0.3967], [-0.9435, 3.1344, 1.1324], [-1.6209, 4.8370, -1.9612], [-3.3317, 5.1774, -1.5736], [-4.2378, 4.4234, 0.4939], [-3.2042, 3.5448, 1.6507], [4.0434, 5.7587, 0.7068], [3.0024, 3.8310, 0.7918], [4.2146, 3.0340, -0.8020], [5.1114, 5.6086, 0.8164], [3.6794, 6.3737, 1.5196], [3.8448, 6.2534, -0.2355], [4.2030, 3.7193, -1.6397], [3.7782, 2.0755, -1.0872], [5.2366, 2.9011, -0.4740]],
  "lowdin_charge": [0.84, -0.05, -0.34, -0.02, -0.01, -0.16, -0.06, -0.09, -0.13, -0.65, 0.47, -0.26, 0.13, 0.08, 0.08, 0.03, 0.11, 0.12, 0.10, 0.10, 0.09, 0.10, -0.23, -0.13, -0.22, 0.06, -0.13, 0.12, -0.12, 0.13, -0.13, 0.12, 0.63, 0.18, -0.13, -0.20, 0.10, -0.13, 0.12, -0.12, 0.13, -0.13, 0.13, -0.24, 0.05, -0.11, -0.22, 0.07, -0.13, 0.12, -0.12, 0.13, -0.13, 0.12, -0.21, 0.11, 0.54, -0.80, 0.01, -0.10, -0.07, -0.04, -0.11, 0.13, 0.13, 0.11, 0.12, 0.03, -0.17, -0.08, -0.17, -0.08, -0.26, -0.14, -0.19, -0.08, -0.17, -0.17, 0.10, 0.13, 0.13, 0.13, 0.11, 0.05, 0.09, 0.13, 0.13, 0.13, 0.13, 0.13, -0.43, 1.13, -0.42, -0.01, -0.02, -0.01, 0.00, -0.03, -0.01],
  "de_lowest_kcal_mol": 58.7,
  "lumo_ev": -0.30,
  "fmax_ev_per_a": 3.9,
  "homo_lumo_gap_ha": 0.250,
  "homo_ha": -0.26129
}

---

2.
{
  "formula": "C41H32AsBN9S3Tl",
  "method": "the ωB97M-V functional and the def2-TZVPD basis",
  "elements": ["Tl", "S", "N", "C", "C", "C", "C", "C", "N", "C", "C", "N", "C", "C", "C", "C", "C", "N", "H", "H", "H", "H", "H", "H", "S", "C", "C", "C", "C", "C", "N", "H", "H", "H", "H", "S", "C", "C", "C", "C", "C", "C", "As", "C", "C", "C", "C", "C", "C", "C", "C", "C", "C", "C", "C", "H", "H", "H", "H", "H", "H", "H", "H", "H", "H", "H", "H", "H", "H", "B", "N", "C", "C", "C", "N", "N", "C", "C", "C", "N", "H", "H", "H", "H", "H", "H", "H", "H"],
  "positions_angstrom": [[-0.4017, -0.0187, -0.8769], [-5.2755, 1.4005, -6.6968], [-5.1098, 2.2526, -5.3248], [-3.8897, 2.0260, -4.8794], [-3.3174, 2.5703, -3.6639], [-4.0406, 3.3675, -2.7815], [-3.4378, 3.7792, -1.6145], [-2.1193, 3.3937, -1.3700], [-1.4146, 2.6533, -2.2135], [-1.9997, 2.2269, -3.3345], [-1.2136, 1.3208, -4.2085], [0.0124, 0.9874, -3.7986], [0.7216, 0.1467, -4.5371], [0.2668, -0.3903, -5.7384], [-1.0012, -0.0620, -6.1634], [-1.7641, 0.8060, -5.3899], [-3.1288, 1.1605, -5.7247], [-3.7912, 0.7488, -6.7879], [-5.0666, 3.6212, -3.0167], [-3.9679, 4.3736, -0.8828], [-1.6294, 3.6679, -0.4395], [1.6850, -0.1316, -4.1235], [0.8866, -1.0848, -6.2885], [-1.4299, -0.4805, -7.0649], [-3.2087, -0.8356, -2.6085], [-2.0319, -1.9274, -3.2546], [-2.3035, -2.7067, -4.4057], [-1.3559, -3.5759, -4.8917], [-0.1199, -3.6762, -4.2525], [0.0858, -2.8819, -3.1392], [-0.8254, -2.0396, -2.6539], [-3.2699, -2.5964, -4.8797], [-1.5682, -4.1721, -5.7739], [0.6552, -4.3468, -4.5988], [1.0298, -2.9094, -2.6051], [-0.4683, 3.4805, 1.9434], [-1.2021, 3.1198, 3.4704], [-1.9194, 4.0810, 4.2107], [-2.4645, 3.7919, 5.4477], [-2.3188, 2.5267, 6.0096], [-1.6233, 1.5565, 5.2975], [-1.0811, 1.8328, 4.0485], [-0.1601, 0.5302, 2.9259], [1.6955, 1.0505, 3.2655], [2.0478, 1.8824, 4.3236], [3.3809, 2.1786, 4.5692], [4.3745, 1.6421, 3.7598], [4.0259, 0.8222, 2.6961], [2.6907, 0.5299, 2.4445], [-0.1949, -1.0031, 4.1862], [0.9178, -1.5005, 4.8588], [0.8316, -2.6599, 5.6219], [-0.3700, -3.3431, 5.7296], [-1.4887, -2.8618, 5.0607], [-1.3940, -1.7113, 4.2923], [-2.0272, 5.0703, 3.7818], [-3.0075, 4.5633, 5.9852], [-2.7383, 2.2972, 6.9822], [-1.5013, 0.5697, 5.7292], [1.2731, 2.3106, 4.9492], [3.6441, 2.8344, 5.3919], [5.4168, 1.8717, 3.9513], [4.7908, 0.4127, 2.0489], [2.4255, -0.1085, 1.6072], [1.8670, -0.9844, 4.7836], [1.7145, -3.0331, 6.1284], [-0.4341, -4.2491, 6.3210], [-2.4327, -3.3903, 5.1269], [-2.2705, -1.3556, 3.7589], [3.4524, -2.1960, -1.3474], [3.3957, -0.6555, -1.3059], [4.3716, 0.1800, -0.9104], [3.9375, 1.4795, -1.0921], [2.6488, 1.3297, -1.6211], [2.3363, 0.0429, -1.7481], [2.3798, -2.7981, -0.3719], [2.2200, -4.1051, -0.1114], [1.1927, -4.2503, 0.8024], [0.7800, -2.9353, 1.0467], [1.4946, -2.0694, 0.3310], [3.2326, -2.5933, -2.4780], [4.5598, -2.5344, -0.9741], [5.2993, -0.2150, -0.5303], [4.4550, 2.3918, -0.8493], [1.9251, 2.0808, -1.9030], [2.8521, -4.8379, -0.5876], [0.8056, -5.1619, 1.2255], [0.0002, -2.5737, 1.7007]],
  "lowdin_charge": [0.69, 0.92, -0.23, -0.32, -0.13, -0.01, -0.04, -0.13, 0.09, -0.20, -0.19, 0.12, -0.13, -0.05, -0.01, -0.12, -0.31, -0.23, 0.11, 0.10, 0.02, 0.10, 0.10, 0.11, 0.46, -0.83, -0.14, -0.12, -0.10, -0.16, -0.06, 0.08, 0.09, 0.09, 0.08, 0.44, -0.80, -0.16, -0.14, -0.14, -0.14, -0.45, 1.25, -0.41, -0.11, -0.10, -0.11, -0.09, -0.10, -0.40, -0.09, -0.10, -0.12, -0.11, -0.15, 0.08, 0.08, 0.08, 0.08, 0.10, 0.09, 0.09, 0.09, 0.08, 0.09, 0.09, 0.09, 0.09, 0.10, -0.46, -0.10, -0.13, -0.08, -0.20, -0.02, -0.10, -0.13, -0.09, -0.19, 0.00, 0.05, 0.06, 0.10, 0.08, 0.09, 0.11, 0.07, 0.08],
  "de_lowest_kcal_mol": 0.0,
  "lumo_ev": 3.65,
  "fmax_ev_per_a": 0.1,
  "total_charge": -2,
  "homo_lumo_gap_ha": 0.201,
  "homo_ha": -0.06651
}